[1]
Molecular formula: C40H32I2N4O3PTl
Method: DFT, ωB97M-V/def2-TZVPD

Geometry (Å):
Tl1 0.22712 -0.19185 -1.35824
I1 2.65304 -2.47452 2.62416
I2 1.40662 -8.23559 1.31453
P1 -1.62980 1.82818 0.41083
O1 0.99989 4.16174 -1.00847
O2 0.50428 -2.12771 0.39797
O3 2.98429 0.06899 -0.72474
N1 0.25168 -3.37719 -2.65116
N2 3.05068 4.01555 -0.06064
N3 1.95179 2.07926 -0.88021
N4 2.18822 -2.07166 -4.14163
C1 4.11556 1.92441 0.19212
C2 -5.09079 -0.41905 0.40588
C3 -3.62999 -1.27526 -1.80918
C4 0.21700 -4.40396 -0.42037
C5 -5.75583 0.02411 1.57103
C6 0.81834 0.32265 4.04278
C7 3.83880 -3.70361 -3.60888
C8 -2.47002 5.81202 0.29953
C9 -5.63745 -1.38701 -0.46614
C10 1.22935 1.42833 3.31186
C11 2.52172 -3.25327 -3.63523
C12 3.01612 5.44710 0.11920
C13 -1.04290 0.02902 2.54356
C14 -1.65381 4.07933 2.30375
C15 -3.99350 1.61147 2.01522
C16 4.49982 -1.60686 -4.52949
C17 1.91145 3.39708 -0.69089
C18 -5.21452 1.00187 2.35773
C19 1.84963 -5.23406 1.70724
C20 -3.80606 0.12665 0.08972
C21 -2.24612 6.30070 1.57938
C22 -3.01194 -0.32336 -1.01264
C23 -1.87169 3.57461 1.02315
C24 2.98798 1.28861 -0.49397
C25 -0.66722 1.16646 1.83225
C26 4.08744 3.25386 0.38090
C27 0.40934 -5.74550 -0.14781
C28 0.76352 -3.36699 0.44067
C29 3.15988 -1.26713 -4.56550
C30 -0.57531 -4.04728 -1.64681
C31 1.19509 -6.15924 0.91472
C32 -4.92168 -1.78216 -1.56351
C33 1.63511 -3.89883 1.45620
C34 -0.30608 -0.38187 3.64370
C35 -1.83777 5.42873 2.57755
C36 -2.28126 4.46639 0.03022
C37 1.41786 -4.12497 -3.07291
C38 4.84309 -2.86627 -4.06058
C39 -3.29752 1.18756 0.90924
C40 0.49926 1.83643 2.20851
H1 1.81072 -4.62700 -2.18689
H2 -5.35719 -2.50073 -2.25589
H3 -1.38373 -3.36635 -1.37443
H4 1.38019 -0.00482 4.90976
H5 4.93364 1.31081 0.53941
H6 -5.72674 1.31815 3.26112
H7 2.83352 -0.30523 -4.94667
H8 -0.05205 -6.48362 -0.79461
H9 -1.33247 3.41681 3.09784
H10 -2.77840 6.48688 -0.49077
H11 2.18152 5.73354 0.76319
H12 -0.30516 -3.05964 -3.43218
H13 -3.59604 2.39637 2.64849
H14 5.87936 -3.18063 -4.03035
H15 2.12206 1.97354 3.59724
H16 0.81891 2.69709 1.63315
H17 -1.66094 5.80050 3.58144
H18 5.26008 -0.90199 -4.83822
H19 3.95419 5.78192 0.56427
H20 4.88562 3.78634 0.88888
H21 -3.11566 -1.64833 -2.69815
H22 -6.70143 -0.43637 1.84588
H23 4.06260 -4.68528 -3.20893
H24 -1.91680 -0.53164 2.23994
H25 2.51567 -5.55090 2.49767
H26 -6.62791 -1.78592 -0.26602
H27 -0.61249 -1.26220 4.19608
H28 1.19395 -4.91271 -3.81807
H29 -1.01069 -4.97435 -2.05950
H30 2.86803 5.94153 -0.84236
H31 -2.43025 4.08454 -0.97339
H32 -2.38477 7.35380 1.79746

Relative energy (zero: lowest compared OMol25 entry of this formula, charge and spin) (kcal per mole): 15.98
Kohn-Sham gap (eV): 4.82
E_tot (hartree): -3097.49860
Net charge: -2
HOMO energy (eV): -1.27
Max |F| (eV Å⁻¹): 0.875

---

[2]
Molecular formula: C40H32MnN6O8S
Method: DFT, ωB97M-V/def2-TZVPD

Geometry (Å):
Mn1 -0.03077 -0.12072 0.20132
S1 2.71406 -7.50003 0.62414
O1 -1.23939 5.55964 4.44090
O2 1.49169 0.14630 -1.29247
O3 3.98495 -7.97698 0.14100
O4 -2.71416 6.00424 2.77581
O5 0.92080 -3.10350 3.28469
O6 -1.77703 -0.82688 1.04753
O7 1.82013 -8.38509 1.31706
O8 1.02710 -1.90596 1.37578
N1 0.63427 -1.74348 -2.32950
N2 -0.22430 -1.75939 -1.23915
N3 3.06172 -6.25932 1.60909
N4 -0.40833 1.88754 1.14439
N5 1.90806 0.68978 1.87992
N6 -1.49500 1.18688 -1.27170
C1 -4.09178 -3.51019 1.69923
C2 -2.78945 3.19133 -1.39371
C3 2.48409 -6.05282 -1.68992
C4 0.46922 -7.10350 -0.89000
C5 -2.77822 -4.11658 -0.18722
C6 1.82374 -6.84834 -0.75936
C7 0.43476 -5.81813 -2.94521
C8 -3.40917 -2.32417 1.79228
C9 3.35949 -0.18907 3.55174
C10 -1.81472 5.35956 3.35342
C11 -2.35915 -1.95942 0.89801
C12 0.11836 2.19941 2.33328
C13 -1.03800 -2.74402 -1.15176
C14 1.99837 -5.36335 2.12777
C15 -0.21462 -6.59119 -1.98757
C16 3.85062 0.95634 -4.61762
C17 -3.23190 2.81833 -2.65159
C18 1.43729 -0.70837 -2.23646
C19 2.31917 -0.48486 -3.43300
C20 -1.91451 2.34049 -0.71483
C21 2.63662 0.46777 4.53453
C22 1.55468 1.24520 4.17101
C23 -1.37836 2.68395 0.64792
C24 3.26943 -1.18153 -5.53965
C25 1.78954 -5.53939 -2.76636
C26 -1.91790 0.83092 -2.47808
C27 2.94210 -0.06099 2.23822
C28 1.18415 -2.93057 2.08552
C29 -0.29247 -5.28158 -4.14937
C30 -1.31516 4.11163 2.57444
C31 -3.78522 -4.43749 0.69557
C32 2.44794 -1.42649 -4.45082
C33 -2.79431 1.61743 -3.21128
C34 -2.05337 -2.91817 -0.12480
C35 3.03379 0.70502 -3.52408
C36 3.97376 0.01436 -5.62980
C37 1.82872 -4.10311 1.30708
C38 1.23132 1.33865 2.81978
C39 -0.31142 3.29557 3.07215
C40 -1.85280 3.79261 1.33442
H1 0.12678 3.55888 4.02511
H2 -0.03470 -7.70373 -0.14629
H3 1.88924 -2.35058 -4.37224
H4 4.39726 1.88986 -4.67667
H5 2.80908 -3.75382 0.95824
H6 -2.63096 4.43928 0.96262
H7 -0.97736 -3.53623 -1.90005
H8 3.54081 -5.84861 -1.57375
H9 2.30122 -4.90496 -3.48176
H10 1.23470 -4.26940 0.40509
H11 -3.63243 -1.60975 2.57552
H12 0.95564 1.74519 4.91827
H13 1.07696 -5.94211 2.19292
H14 -2.51329 -4.81701 -0.97369
H15 0.11598 -5.69979 -5.07088
H16 -3.91193 3.46685 -3.19160
H17 -3.11895 4.12442 -0.96424
H18 -4.31461 -5.37925 0.62322
H19 2.90305 0.36016 5.57865
H20 -1.53311 -0.11248 -2.85005
H21 3.36237 -1.92601 -6.32153
H22 4.20317 -0.81834 3.80080
H23 -1.27274 -6.79832 -2.09794
H24 2.26330 -5.08691 3.14583
H25 -3.11843 1.29828 -4.19325
H26 2.93376 1.41786 -2.71590
H27 3.42126 -0.60665 1.43404
H28 -1.35335 -5.52566 -4.10657
H29 -4.87290 -3.73336 2.41819
H30 3.88252 -5.76269 1.27479
H31 4.61617 0.20682 -6.48080
H32 -0.19292 -4.19548 -4.19018

Relative energy (zero: lowest compared OMol25 entry of this formula, charge and spin) (kcal per mole): 8.21
Kohn-Sham gap (alpha / beta) (eV): 6.31 / 6.35
E_tot (hartree): -4023.39069
Net charge: -2
HOMO energy (alpha / beta) (eV): -2.40 / -2.45
2S+1: 6
Max |F| (eV Å⁻¹): 0.946

---

[3]
Molecular formula: C40H32N4OP2PdSTe
Method: DFT, ωB97M-V/def2-TZVPD

Geometry (Å):
Te1 -2.40523 0.63028 -2.10732
Pd1 2.13871 0.89295 -0.66269
S1 4.11517 2.09625 -2.13717
P1 -0.08831 -1.04444 -0.69769
P2 0.07869 2.05797 -0.55379
O1 4.40514 1.81592 -0.70227
N1 2.37415 -0.75578 0.77264
N2 0.99226 -1.68300 -2.00846
N3 -5.60008 2.61590 1.00562
N4 2.76974 1.63199 -2.57777
C1 3.63472 -1.27698 0.21948
C2 3.78334 -1.71331 2.46992
C3 -3.65912 1.25795 0.63437
C4 -2.54643 -4.13963 -1.75816
C5 -4.59511 1.87179 1.45437
C6 0.97485 -1.28675 -3.29317
C7 -3.47490 -4.11816 -0.72698
C8 -2.30377 -2.28998 0.29681
C9 2.24497 -3.63122 -2.53068
C10 2.62363 -0.73256 2.26357
C11 1.16453 -1.67123 0.53579
C12 2.22077 -3.24031 -3.85854
C13 -2.68832 4.99996 -0.37760
C14 -0.73319 4.13972 -2.16969
C15 0.57353 1.83966 3.50898
C16 -3.35427 -3.19177 0.29982
C17 4.43670 -1.79366 1.13373
C18 1.62078 -1.71453 2.87432
C19 2.18365 3.41078 2.64130
C20 0.68177 2.26556 1.13675
C21 1.63361 -2.94009 -0.14564
C22 1.71653 3.18409 1.35428
C23 2.17784 -4.00706 0.58382
C24 -4.81118 2.21451 -1.22554
C25 -1.49202 -3.24107 -1.76595
C26 2.72877 -2.84766 2.85411
C27 1.63159 -2.81873 -1.57950
C28 0.12143 1.58612 2.22637
C29 0.57282 -1.91905 1.87449
C30 -0.77237 0.49988 -0.72104
C31 1.60852 2.74836 3.71560
C32 -1.51488 5.24284 -2.47349
C33 -2.49264 5.66415 -1.58301
C34 2.58928 -3.98903 1.89499
C35 -1.90302 3.90671 -0.05599
C36 1.60223 -2.04873 -4.24938
C37 -3.76806 1.43958 -0.73670
C38 -0.93567 3.47035 -0.96388
C39 -5.69806 2.76856 -0.31110
C40 -1.36137 -2.31510 -0.73323
H1 -3.44736 5.33883 0.31475
H2 1.27010 -1.49022 3.87923
H3 -4.29826 -4.81964 -0.72773
H4 2.70703 -3.85964 -4.60096
H5 -2.24029 -1.55061 1.08469
H6 -2.04495 3.40160 0.89152
H7 2.91649 -3.24781 3.84667
H8 -0.80113 -3.26637 -2.59872
H9 3.81515 -1.18173 -0.84163
H10 2.14318 3.73785 0.52576
H11 2.98662 4.11706 2.80267
H12 -4.08409 -3.16477 1.09766
H13 4.45604 -1.48359 3.29118
H14 1.95682 2.94759 4.72060
H15 -2.85775 0.67402 1.06834
H16 -3.10307 6.52415 -1.82501
H17 -4.53179 1.75462 2.53176
H18 -0.69245 0.88839 2.06177
H19 -2.64985 -4.85049 -2.56664
H20 2.96275 -4.93684 2.26562
H21 1.60783 -1.71771 -5.27712
H22 0.11156 1.34365 4.35331
H23 2.32978 -4.94105 0.05234
H24 0.02538 3.79970 -2.86437
H25 5.40885 -2.21847 0.93178
H26 0.46966 -0.35384 -3.50725
H27 2.75737 -4.53223 -2.22598
H28 -6.52249 3.37889 -0.66333
H29 -4.94053 2.41317 -2.28210
H30 -0.25209 -2.60517 1.99531
H31 -1.36036 5.77289 -3.40339
H32 2.70018 0.28580 2.62457

Relative energy (zero: lowest compared OMol25 entry of this formula, charge and spin) (kcal per mole): 107.83
Kohn-Sham gap (alpha / beta) (eV): 6.58 / 5.13
E_tot (hartree): -3313.76360
Net charge: +2
HOMO energy (alpha / beta) (eV): -12.72 / -12.92
2S+1: 5
Max |F| (eV Å⁻¹): 0.731

---

[4]
Molecular formula: C40H32O26Si
Method: DFT, ωB97M-V/def2-TZVPD

Geometry (Å):
Si1 -1.33615 -1.07977 2.17689
O1 -3.97537 -1.37406 7.66723
O2 -1.76782 0.85582 -6.84681
O3 3.10210 -4.86298 2.79447
O4 -1.64084 -7.12132 2.10246
O5 -3.81644 -0.14772 5.15770
O6 2.16476 7.13113 -7.09783
O7 3.49098 -1.79192 3.17075
O8 2.75631 4.47806 -7.34116
O9 0.26087 -8.56587 3.42192
O10 4.93594 -0.79911 5.26062
O11 1.17264 -3.38379 1.55252
O12 5.03746 1.91506 0.71252
O13 -6.08729 -1.66337 -8.60046
O14 4.85866 5.67152 -5.45879
O15 -4.00751 2.36207 -7.31389
O16 -3.88347 -3.17399 -8.05076
O17 -5.51015 -2.35417 5.62195
O18 -5.51892 -5.04184 10.18796
O19 -2.87641 -0.08487 4.18995
O20 5.32516 4.60494 -0.28844
O21 -6.97693 -6.06430 8.12150
O22 -2.41526 6.32906 -6.35137
O23 5.64859 7.70371 -3.81893
O24 6.55131 2.85985 2.77422
O25 -1.80631 3.67236 -6.50728
O26 4.61878 2.54572 -1.94490
C1 -4.01403 1.00937 -7.52056
C2 -0.88043 4.45359 -6.66307
C3 1.23393 6.35203 -6.97535
C4 4.21500 -0.64099 3.03295
C5 -4.70823 -2.51991 7.82389
C6 -3.86233 -1.81896 -7.86855
C7 4.84813 3.79755 -2.44346
C8 -1.13068 5.92085 -6.58141
C9 5.23926 4.86543 -1.47723
C10 1.47890 4.88574 -7.08425
C11 5.01325 1.26588 1.74557
C12 5.51347 6.20629 -2.00819
C13 4.97625 5.40013 -4.27389
C14 2.01205 -5.39465 2.65997
C15 -0.29003 -5.21264 1.79866
C16 -5.48964 -4.41619 9.13979
C17 5.80583 1.72333 2.92123
C18 -5.51095 -2.99450 6.65874
C19 -5.10860 0.38586 -7.96498
C20 0.48799 4.00284 -6.93603
C21 -2.77952 -1.34485 3.46055
C22 -0.20170 -1.27893 5.97046
C23 -5.10860 -1.06512 -8.18144
C24 0.20607 -1.19758 4.70946
C25 0.90904 -4.65599 1.98182
C26 4.98593 -0.16885 4.21759
C27 -6.27757 -4.23745 6.81236
C28 -2.75694 0.25743 -7.23341
C29 -2.76662 -1.19797 -7.42787
C30 5.78884 1.05127 4.07441
C31 0.53299 -7.30543 2.96872
C32 4.72515 4.05392 -3.74859
C33 5.39339 6.45967 -3.31295
C34 -6.26895 -4.90455 7.96795
C35 0.34941 -0.87580 3.11511
C36 4.22938 0.03299 1.88092
C37 1.73331 -6.75014 3.14892
C38 -0.14025 6.80351 -6.72602
C39 -0.56091 -6.57724 2.26652
C40 -4.70383 -3.18733 8.98070
H1 3.64281 -2.08653 4.09256
H2 5.81334 6.96716 -1.29984
H3 -4.78401 -3.37848 -8.37474
H4 -2.94141 5.50697 -6.28275
H5 -4.12855 -2.85405 9.83449
H6 -6.80957 -6.35090 9.04212
H7 -1.62086 0.24554 1.57231
H8 -6.84110 -4.58022 5.95473
H9 -3.10452 2.58182 -6.99318
H10 3.28476 5.30014 -7.40340
H11 -1.85478 -1.73362 -7.19930
H12 -1.09857 -4.68846 1.30610
H13 5.48994 7.63034 -4.78193
H14 3.67261 -0.29735 1.01379
H15 -2.51009 -2.25000 4.14597
H16 2.53681 -7.26860 3.65501
H17 6.35786 1.37354 4.93650
H18 -3.71220 0.71691 5.65098
H19 4.76979 2.61331 -0.97739
H20 -0.66864 -8.73817 3.16871
H21 -3.75018 -1.59729 2.85833
H22 1.16875 -1.54526 2.67377
H23 -4.13993 -1.07210 6.74569
H24 4.44023 3.29017 -4.46037
H25 -0.30775 7.87094 -6.66687
H26 -6.02608 0.91794 -8.17945
H27 6.39426 3.15814 1.85473
H28 0.65194 2.93582 -7.01030
H29 2.10565 -3.21291 1.80034
H30 -1.29859 -2.10360 1.13763
H31 -0.83416 -1.39687 6.93679
H32 0.67977 0.24285 3.04789

Kohn-Sham gap (eV): 7.52
Structure (SMILES): O=C1C=C(O)C(=O)C=C1O.O=C1C=C(O)C(=O)C=C1O.O=C1C=C(O)C(=O)C=C1O.O=C1C=C(O)C(=O)C=C1O.O=C1C=C(O)C(=O)C=C1O.O=C1C=C(O)C(=O)C=C1O.C#CC[SiH2]COO
E_tot (hartree): -3788.89438
HOMO energy (eV): -9.47
Max |F| (eV Å⁻¹): 6.962

---

[5]
Molecular formula: C40H33ClMnN5O4P
Method: DFT, ωB97M-V/def2-TZVPD

Geometry (Å):
Mn1 -0.58878 -0.13714 -0.49780
Cl1 -7.45730 -0.88625 4.93346
P1 0.97486 -0.83955 -2.19812
O1 -2.58380 0.37362 0.55370
O2 0.17803 -0.06321 3.41318
O3 -1.34235 2.61865 -0.43309
O4 -3.83599 -1.05796 -0.60808
N1 -0.67611 1.71891 -1.24098
N2 2.18677 1.89906 -0.60760
N3 0.33745 0.42188 1.15129
N4 -0.74219 -1.94730 0.56946
N5 -1.81403 -0.65546 -1.82016
C1 -1.47330 -2.26254 2.82321
C2 2.54115 4.61509 -0.17329
C3 1.86365 3.83241 0.74135
C4 -0.01708 -0.31053 2.21625
C5 4.57912 -1.29839 -0.33419
C6 -4.50592 -0.54568 1.56237
C7 -0.77139 -1.56647 1.85492
C8 0.38850 1.68753 -3.44851
C9 -0.88151 -3.54070 -4.71717
C10 1.22119 2.25085 -5.66919
C11 5.38465 -1.92394 -1.27348
C12 1.78221 0.99151 -5.78335
C13 0.98522 0.42010 -3.54642
C14 -5.55914 -1.44745 1.47846
C15 0.53559 2.57740 -4.51644
C16 0.78074 -3.58958 -2.50506
C17 -3.84324 -1.48437 -2.97113
C18 3.53880 -1.96554 -2.81809
C19 -0.41977 -2.35140 -4.16943
C20 3.26157 -0.98254 -0.64531
C21 -0.41146 2.24730 -2.35027
C22 -2.99133 -0.99612 -1.82393
C23 2.73329 -1.28539 -1.90034
C24 2.85766 2.65897 -1.47805
C25 1.70495 2.46674 0.49630
C26 0.31882 -4.77999 -3.04962
C27 -2.07769 -3.84015 1.14090
C28 -1.37030 -3.07515 0.23180
C29 1.66168 0.10522 -4.72711
C30 1.03496 1.63246 1.56028
C31 -0.51547 -4.75795 -4.15946
C32 -3.54374 -0.36043 0.45017
C33 4.85706 -2.26979 -2.51230
C34 0.42116 -2.36164 -3.06162
C35 -5.25780 0.12781 3.74745
C36 -4.35512 0.23007 2.70325
C37 -2.14931 -3.41172 2.45928
C38 -6.31211 -0.76445 3.64189
C39 -6.46448 -1.56275 2.51836
C40 3.06037 4.01698 -1.31421
H1 -1.31024 -3.35804 -0.81177
H2 0.61339 -5.72539 -2.60877
H3 2.09685 -0.87689 -4.83425
H4 3.25169 2.14321 -2.35202
H5 0.09018 3.56234 -4.42268
H6 -5.66031 -2.06452 0.59619
H7 -2.56586 -4.75012 0.81761
H8 1.31256 2.97026 -6.47325
H9 2.62558 -0.49630 0.08293
H10 0.34297 2.27836 2.10888
H11 -0.87627 -5.68557 -4.58692
H12 2.66421 5.67823 -0.00147
H13 1.81018 1.36975 2.28678
H14 -5.14614 0.73222 4.63791
H15 -0.72340 -1.40576 -4.59988
H16 1.44678 4.26486 1.64374
H17 -3.51453 0.91037 2.76657
H18 -0.79174 3.25534 -2.49139
H19 4.97242 -1.05572 0.64625
H20 1.42985 -3.61318 -1.63640
H21 3.13430 -2.30669 -3.76217
H22 -1.53693 -3.51656 -5.57984
H23 2.31020 0.70040 -6.68365
H24 3.60763 4.58693 -2.05516
H25 -1.47720 -1.87810 3.83394
H26 -1.84408 2.03539 0.15646
H27 -4.88969 -1.19654 -2.84629
H28 -3.45652 -1.06205 -3.89498
H29 5.46997 -2.78859 -3.24021
H30 6.41647 -2.15812 -1.03910
H31 -2.72719 -3.96560 3.18986
H32 -7.28673 -2.26387 2.46512
H33 -3.79333 -2.57484 -3.04296

Relative energy (zero: lowest compared OMol25 entry of this formula, charge and spin) (kcal per mole): 21.00
Kohn-Sham gap (alpha / beta) (eV): 7.42 / 6.86
E_tot (hartree): -4071.38535
HOMO energy (alpha / beta) (eV): -7.31 / -6.76
2S+1: 2
Max |F| (eV Å⁻¹): 1.544